Computed, not measured: a cluster of 2 separate species, C11H12NO3 in total in a non-equilibrium geometry, with ωB97M-V/def2-TZVPD.

Last column: Mulliken charge in e.
Positions of all 27 atoms, in Å:
C1 -2.27223 1.45323 -1.91984  -0.45
C2 -2.66331 0.02042 -1.82180  -0.55
C3 -1.17156 1.81277 -1.21046  -0.60
C4 -1.95364 -0.85176 -1.01227  -0.56
C5 -0.50174 0.95889 -0.37074  -0.15
C6 -0.85494 -0.36490 -0.28597  0.80
C7 3.23226 1.32395 0.01503  0.54
C8 3.55416 -0.49116 -1.62051  0.04
C9 -0.08519 -1.33124 0.44574  -0.84
C10 -0.09258 -0.31275 2.68045  -1.29
C11 0.32577 -1.30952 1.70492  0.06
N1 3.27502 -0.11139 -0.37816  -0.08
O1 2.58675 1.61903 1.00345  -0.67
O2 3.75660 2.08464 -0.77955  -0.72
O3 3.30098 -1.64921 -1.99096  -0.67
H1 -2.67939 2.24399 -2.58098  0.31
H2 -3.57508 -0.20376 -2.28453  0.39
H3 -0.87910 2.82550 -1.35123  0.43
H4 -2.26804 -1.87733 -0.78486  0.37
H5 0.22522 1.34956 0.26840  0.32
H6 3.99317 0.26249 -2.29814  0.38
H7 0.55373 0.60982 2.55541  0.20
H8 0.07021 -0.66674 3.69614  0.38
H9 -1.11370 -0.06765 2.45829  0.37
H10 0.94577 -2.15530 1.99463  0.44
H11 0.40410 -2.07991 -0.19559  0.34
H12 2.78132 -0.82310 0.18800  0.22

Output
* gap between HOMO and LUMO: 0.3002 Eh
* net charge: -1
* energy relative to the best compared isomer or geometry (same formula, charge and spin): 0.0 kcal per mole
* energy: -706.90081 Eh
* LUMO energy: 3.22 eV


Computed, not measured: a structure of composition C11H12O in a non-equilibrium geometry, with ωB97M-V/def2-TZVPD.

Last column: Mulliken charge in e.
Positions of all 24 atoms, in Å:
C1 -3.76172 -0.23639 0.02148  -0.26
C2 -2.98983 -1.30622 0.27702  -0.49
C3 -3.24512 1.00584 -0.27119  -0.74
C4 -1.48420 -1.28492 0.19156  -0.34
C5 -1.92903 1.12191 -0.10017  0.23
C6 -1.02830 -0.04254 0.01315  0.58
C7 -0.70395 1.96082 -0.21112  -0.96
C8 0.13425 0.93964 -0.14831  -0.24
C9 2.40404 -0.45004 -1.41394  -1.13
C10 2.43332 -0.53517 1.18806  -1.65
C11 2.49291 0.21615 -0.09092  1.05
O1 3.32858 1.24926 -0.12474  -0.47
H1 -4.81222 -0.34125 -0.01472  0.38
H2 -3.45336 -2.18402 0.81910  0.24
H3 -3.88489 1.81687 -0.50083  0.42
H4 -0.92043 -2.21136 0.19631  0.38
H5 -0.62506 3.01913 -0.09804  0.39
H6 3.48260 -0.99799 -1.48490  0.32
H7 2.18353 0.25289 -2.28760  0.29
H8 1.70440 -1.34198 -1.40459  0.30
H9 3.47051 -0.60257 1.65887  0.39
H10 2.01127 -1.49595 1.11850  0.43
H11 1.76024 -0.15084 1.80771  0.51
H12 3.43245 1.59870 0.85931  0.38

Output
* gap between HOMO and LUMO: 0.2752 Eh
* energy relative to the best compared isomer or geometry (same formula, charge and spin): 149.9 kcal per mole
* energy: -501.33897 Eh
* LUMO energy: 0.42 eV


Computed, not measured: the molecule C11H12S2 in a non-equilibrium geometry, with ωB97M-V/def2-TZVPD.

Last column: Mulliken charge in e.
Positions of all 25 atoms, in Å:
C1 -2.17368 -2.13562 1.00567  -0.89
C2 -2.10180 -1.86732 2.33732  -0.30
C3 -1.22196 -1.32054 0.21017  0.35
C4 -0.47711 -0.45699 0.99790  0.77
C5 0.64424 0.32668 0.74371  -0.38
C6 0.47808 0.60252 -1.47525  -0.04
C7 1.04802 2.13378 -3.30727  -1.25
C8 1.23547 1.56324 -2.09440  0.23
C9 -1.00077 -1.27912 -1.28149  -0.78
C10 -0.86474 0.16663 -1.76734  -0.52
C11 2.24675 0.78213 3.03228  -0.94
S1 -0.90125 -0.71517 2.77246  -0.20
S2 1.88019 1.31022 1.33850  -0.04
H1 -3.01669 -2.80412 0.69624  0.28
H2 -2.54305 -2.42119 3.15083  0.41
H3 1.81530 2.75428 -3.67146  0.30
H4 0.36027 1.83650 -3.95630  0.41
H5 2.13634 1.92221 -1.56191  0.17
H6 -0.08970 -1.68290 -1.67520  0.38
H7 -1.82404 -1.80757 -1.68505  0.42
H8 -1.65363 0.66705 -1.14106  0.31
H9 -1.03490 0.32233 -2.85020  0.37
H10 2.51207 -0.32120 3.27467  0.30
H11 1.41214 1.00796 3.61896  0.32
H12 3.13446 1.41620 3.28821  0.32

Output
* <S²>: 2.066
* gap between HOMO and LUMO (spin up / spin down): 0.2510 / 0.2849 Eh
* 2S+1: 3
* energy: -1222.48115 Eh
* LUMO energy (spin up / spin down): 0.53 / -0.70 eV


Computed, not measured: the molecule C11H13BO2 in a non-equilibrium geometry, with ωB97M-V/def2-TZVPD.

Last column: Mulliken charge in e.
Positions of all 27 atoms, in Å:
C1 -3.15384 -0.79720 -1.33607  -0.69
O1 -2.65240 -0.09077 -0.23230  -0.50
B1 -1.36533 0.14317 0.09653  0.94
O2 -1.05953 0.83026 1.20481  -0.39
C2 -1.99735 1.38479 2.10072  -0.69
C3 -0.05153 -0.37799 -0.77607  0.57
C4 0.06448 -1.75171 -0.22226  -0.85
C5 1.08123 -2.15566 0.56391  -0.64
C6 2.22106 -1.32986 0.78206  -0.22
C7 2.29941 -0.11664 0.18284  0.44
C8 3.38149 0.81992 0.10404  -1.25
C9 2.98780 1.82998 -0.71168  -0.38
C10 1.64533 1.59138 -1.16430  -0.86
C11 1.20286 0.41457 -0.64037  0.05
H1 -2.46790 -0.77602 -2.18729  0.30
H2 -4.09842 -0.33273 -1.62478  0.25
H3 -3.33991 -1.83817 -1.05601  0.27
H4 -2.95934 0.87782 2.03071  0.29
H5 -2.12818 2.44332 1.87139  0.26
H6 -1.59077 1.28401 3.10821  0.25
H7 -0.36748 -0.41328 -1.82535  0.32
H8 -0.76741 -2.41738 -0.41233  0.43
H9 1.06903 -3.14319 1.00447  0.38
H10 3.03507 -1.70623 1.38625  0.42
H11 4.33475 0.69590 0.58155  0.44
H12 3.57465 2.68230 -1.00826  0.44
H13 1.10221 2.24940 -1.82043  0.44

Output
* SMILES: COB(OC)[C@@H]1C=CC=C2C=CC=C21
* gap between HOMO and LUMO: 0.2788 Eh
* energy relative to the best compared isomer or geometry (same formula, charge and spin): 0.0 kcal per mole
* energy: -602.31342 Eh
* LUMO energy: -0.01 eV


Computed, not measured: a structure of composition C11H13Br9F6O4 in a non-equilibrium geometry, with ωB97M-V/def2-TZVPD.

Last column: Mulliken charge in e.
Positions of all 43 atoms, in Å:
C1 9.65631 -17.35041 17.69324  -0.39
Br1 8.63588 -15.65644 18.09705  0.02
Br2 11.54726 -17.26713 18.29701  -0.03
Br3 9.64705 -17.84708 15.75006  0.06
H1 9.25786 -18.24208 18.17725  0.41
C2 10.36319 -18.43919 12.19419  -0.17
Br4 10.12002 -19.88602 10.90180  -0.01
Br5 10.48149 -16.66474 11.29375  -0.02
Br6 12.03005 -18.86106 13.20903  0.00
H2 9.44554 -18.29190 12.76369  0.14
C3 4.20373 -13.28484 18.03017  -0.15
Br7 2.76016 -12.52678 19.17925  -0.05
Br8 3.82212 -15.21702 17.63587  -0.05
Br9 6.05610 -12.87888 18.69999  -0.05
H3 4.10707 -12.75690 17.08147  0.27
C4 7.10628 -15.51899 13.72543  -0.82
C5 5.76283 -16.19920 14.27228  -0.21
O1 4.76450 -15.25652 14.29090  -0.16
C6 3.86637 -15.08935 13.28345  0.39
O2 3.90843 -15.66072 12.17081  -0.61
C7 2.82357 -13.98088 13.57754  0.82
F1 2.88634 -13.41767 14.83753  -0.19
F2 2.91157 -12.99235 12.68186  -0.26
F3 1.56188 -14.35000 13.45674  -0.26
H4 7.24591 -14.55556 14.21576  0.31
H5 7.13311 -15.24910 12.66972  0.31
H6 7.95844 -16.11620 14.04988  0.09
H7 5.91091 -16.57526 15.28458  0.30
H8 5.64972 -17.08803 13.65157  0.28
C8 2.92007 -16.46799 8.85909  -0.92
C9 1.45809 -15.97677 8.94426  -0.23
O3 0.79978 -16.27418 7.66741  -0.18
C10 -0.44762 -15.91168 7.42323  0.35
O4 -1.22093 -15.42986 8.22763  -0.54
C11 -0.82211 -16.06643 5.94922  0.86
F4 -1.89027 -16.84547 5.82263  -0.25
F5 -1.06543 -14.88684 5.41345  -0.23
F6 0.14141 -16.75318 5.30331  -0.25
H9 3.31409 -16.46163 9.87537  0.19
H10 3.49153 -15.83685 8.17851  0.32
H11 2.95120 -17.50197 8.51555  0.34
H12 1.49879 -14.88983 9.01485  0.28
H13 0.92163 -16.47596 9.75118  0.29

Output
* gap between HOMO and LUMO: 0.3504 Eh
* energy relative to the best compared isomer or geometry (same formula, charge and spin): 47.7 kcal per mole
* energy: -24493.16890 Eh
* LUMO energy: -0.98 eV


Computed, not measured: a cluster of 7 separate species, C11H13Cl18F5O3PS in total in a non-equilibrium geometry, with ωB97M-V/def2-TZVPD.

Last column: Mulliken charge in e.
Positions of all 52 atoms, in Å:
C1 3.07653 0.00341 -1.32454  -1.75
C2 1.52827 0.12168 -1.28542  0.89
P1 1.05466 1.87891 -1.33015  -0.16
C3 -0.68054 2.02615 -0.69631  -0.64
O1 0.74593 2.10227 -2.96107  -0.44
S1 0.93508 -0.79648 -0.03129  0.59
O2 1.72896 -1.99352 0.22071  -0.70
O3 0.47815 -0.09207 1.16882  -0.54
C4 -0.66864 -1.62577 -0.65410  0.59
F1 -1.73218 -1.24630 0.11163  -0.15
F2 -0.51736 -2.96941 -0.51092  -0.27
C5 -1.08200 -1.44970 -2.13451  0.44
F3 -2.18444 -2.18880 -2.37574  -0.31
F4 -0.11702 -1.89805 -2.94514  -0.16
F5 -1.37709 -0.19009 -2.45280  -0.20
H1 3.39720 -0.99811 -1.03161  0.44
H2 3.57163 0.74537 -0.68470  0.28
H3 3.42271 0.16234 -2.35649  0.37
H4 -1.31410 2.34793 -1.53058  0.33
H5 -1.11715 1.13880 -0.25388  0.03
H6 -0.69281 2.81971 0.05952  0.31
H7 0.25483 1.34845 -3.32342  0.19
C6 0.87007 -2.35032 3.45412  0.67
Cl1 1.15318 -3.91001 2.70374  -0.13
Cl2 -0.83850 -2.05688 3.77118  -0.12
Cl3 1.79336 -2.21055 4.96329  -0.17
H8 1.21642 -1.58475 2.76936  -0.33
C7 2.11469 1.64449 5.25124  -0.03
Cl4 1.26337 1.18962 3.79284  0.05
Cl5 3.82355 1.21139 5.16137  -0.14
Cl6 1.94337 3.38090 5.58011  -0.15
H9 1.68021 1.10699 6.08363  0.27
C8 -4.57629 0.13690 2.32557  -0.02
Cl7 -5.51814 0.82459 3.66086  -0.16
Cl8 -5.14502 0.76608 0.77621  -0.14
Cl9 -2.86214 0.42118 2.53294  0.01
H10 -4.74170 -0.93227 2.32574  0.28
C9 -1.38194 5.49888 4.93076  0.26
Cl10 -1.83410 4.18238 3.86518  -0.04
Cl11 -1.52264 7.06210 4.11911  -0.14
Cl12 -2.34288 5.48153 6.41507  -0.14
H11 -0.34538 5.36186 5.20849  0.06
C10 2.08710 -3.74407 -3.76049  0.75
Cl13 1.74258 -3.88544 -5.49859  -0.18
Cl14 2.63399 -5.29663 -3.12258  -0.16
Cl15 3.25633 -2.47476 -3.45454  -0.12
H12 1.16672 -3.47941 -3.26005  -0.27
C11 -0.80439 -1.20293 -6.84671  0.34
Cl16 -0.63932 -0.50334 -8.46258  -0.15
Cl17 -0.25788 -0.08738 -5.60835  -0.06
Cl18 -2.46934 -1.71442 -6.55460  -0.14
H13 -0.17588 -2.08248 -6.80032  -0.02

Output
* gap between HOMO and LUMO: 0.2408 Eh
* net charge: -1
* energy: -10175.03232 Eh
* LUMO energy: 2.02 eV


Computed, not measured: a structure of composition C11H13CoN6O4S, with ωB97M-V/def2-TZVPD.

Last column: Mulliken charge in e.
Positions of all 36 atoms, in Å:
Co1 -0.45341 -0.69489 0.36991  0.37
C1 -2.59880 -0.63631 0.54162  -0.37
C2 -2.12262 0.65357 0.81016  -0.51
C3 -1.26528 0.56650 1.92653  -0.58
C4 -1.32436 -0.77692 2.43337  -0.63
C5 -2.14198 -1.51560 1.58631  -0.58
H1 -3.21867 -0.92360 -0.29269  0.45
H2 -2.28656 1.53222 0.20507  0.43
H3 -0.72505 1.38674 2.37456  0.47
H4 -0.77032 -1.15957 3.27621  0.46
H5 -2.28197 -2.58366 1.61297  0.43
N1 0.67107 0.16024 -3.75514  0.20
C6 0.11993 -0.48423 -2.72034  -0.48
N2 0.13978 0.30724 -1.66752  0.36
C7 0.74060 1.43244 -2.12315  0.25
N3 1.08356 1.39463 -3.39660  -0.86
C8 0.96165 2.63276 -1.29908  0.21
C9 1.07417 3.88822 -1.90579  -0.41
N4 1.24205 4.99867 -1.20341  -0.63
C10 1.28900 4.85723 0.12067  -0.29
C11 1.19307 3.61561 0.72456  -0.23
N5 1.04104 2.49621 0.02431  -0.13
H6 0.87009 -0.19876 -4.67161  0.21
H7 -0.27527 -1.48544 -2.73391  0.68
H8 1.02421 3.97094 -2.98357  0.45
H9 1.40950 5.75765 0.71153  0.37
H10 1.24406 3.51706 1.80315  0.40
N6 1.51088 -0.69323 0.71181  -0.33
H11 1.93094 -1.11561 -0.13209  0.32
H12 1.75249 -1.34148 1.45618  0.32
H13 1.90407 0.22395 0.88822  0.21
O1 1.42043 -3.45008 0.45640  -0.69
S1 0.84792 -3.17556 -0.86710  1.16
O2 0.48389 -4.36223 -1.62404  -0.74
O3 -0.45069 -2.36809 -0.65920  -0.50
O4 1.76528 -2.28963 -1.65082  -0.80

Output
* <S²>: 0.895
* gap between HOMO and LUMO (spin up / spin down): 0.2429 / 0.2582 Eh
* net charge: -1
* energy relative to the best compared isomer or geometry (same formula, charge and spin): 0.0 kcal per mole
* 2S+1: 2
* energy: -2837.53444 Eh
* LUMO energy (spin up / spin down): 2.29 / 2.29 eV


Computed, not measured: a structure of composition C11H13FeN4O5 in a non-equilibrium geometry, with ωB97M-V/def2-TZVPD.

Last column: Mulliken charge in e.
Positions of all 34 atoms, in Å:
O1 -0.04641 3.11114 -3.61435  -0.16
C1 0.00075 2.61359 -2.57978  0.19
Fe1 0.00168 -0.55039 -0.07141  0.39
O2 -0.03484 2.09827 1.68818  -0.20
C2 0.05522 1.09516 1.12523  0.27
C3 -0.00813 -2.18574 -0.80716  0.35
O3 -0.25122 -3.27206 -1.35302  -0.30
C4 1.87334 -0.44781 -0.32341  0.33
O4 3.04071 -0.61073 -0.17183  -0.24
C5 -1.87992 -0.54101 -0.23508  0.29
O5 -3.13017 -0.86218 -0.20616  -0.31
H1 0.38720 0.24018 -1.29192  0.06
C6 -0.02813 -0.63199 3.11538  -0.97
N1 -0.01622 -1.46457 1.85263  0.83
C7 -1.26402 -2.31776 1.81769  -0.95
N2 -1.24351 -3.22604 2.93265  0.26
C8 -1.20038 -2.44737 4.18103  -0.73
N3 -0.02884 -1.54709 4.26943  0.42
C9 1.16574 -2.41732 4.19086  -0.77
N4 1.25335 -3.18657 2.93603  0.23
C10 1.26319 -2.28168 1.81960  -0.90
C11 0.01729 -3.99995 2.89781  -0.76
H2 -0.92022 -0.01935 3.21546  0.41
H3 0.85663 -0.01236 3.23419  0.38
H4 -1.36690 -2.92418 0.90360  0.30
H5 -2.17746 -1.70989 1.90894  0.47
H6 -1.13220 -3.19704 4.99978  0.40
H7 -2.10813 -1.85146 4.25824  0.36
H8 2.05564 -1.79746 4.29080  0.36
H9 1.09953 -3.17544 5.00552  0.39
H10 1.38537 -2.87184 0.89942  0.37
H11 2.15194 -1.64563 1.91550  0.46
H12 0.02494 -4.61740 3.82086  0.43
H13 0.02588 -4.60212 1.98736  0.35

Output
* <S²>: 8.819
* gap between HOMO and LUMO (spin up / spin down): 0.2468 / 0.2119 Eh
* net charge: +2
* energy relative to the best compared isomer or geometry (same formula, charge and spin): 42.4 kcal per mole
* 2S+1: 6
* energy: -2284.91635 Eh
* LUMO energy (spin up / spin down): -7.99 / -11.93 eV


- Which formula does entry 1 have?
  C11H12NO3


- Which formula does entry 7 have?
  C11H13CoN6O4S


Repeat the eighth record exactly.
Computed, not measured: a structure of composition C11H13FeN4O5 in a non-equilibrium geometry, with ωB97M-V/def2-TZVPD.

Last column: Mulliken charge in e.
Positions of all 34 atoms, in Å:
O1 -0.04641 3.11114 -3.61435  -0.16
C1 0.00075 2.61359 -2.57978  0.19
Fe1 0.00168 -0.55039 -0.07141  0.39
O2 -0.03484 2.09827 1.68818  -0.20
C2 0.05522 1.09516 1.12523  0.27
C3 -0.00813 -2.18574 -0.80716  0.35
O3 -0.25122 -3.27206 -1.35302  -0.30
C4 1.87334 -0.44781 -0.32341  0.33
O4 3.04071 -0.61073 -0.17183  -0.24
C5 -1.87992 -0.54101 -0.23508  0.29
O5 -3.13017 -0.86218 -0.20616  -0.31
H1 0.38720 0.24018 -1.29192  0.06
C6 -0.02813 -0.63199 3.11538  -0.97
N1 -0.01622 -1.46457 1.85263  0.83
C7 -1.26402 -2.31776 1.81769  -0.95
N2 -1.24351 -3.22604 2.93265  0.26
C8 -1.20038 -2.44737 4.18103  -0.73
N3 -0.02884 -1.54709 4.26943  0.42
C9 1.16574 -2.41732 4.19086  -0.77
N4 1.25335 -3.18657 2.93603  0.23
C10 1.26319 -2.28168 1.81960  -0.90
C11 0.01729 -3.99995 2.89781  -0.76
H2 -0.92022 -0.01935 3.21546  0.41
H3 0.85663 -0.01236 3.23419  0.38
H4 -1.36690 -2.92418 0.90360  0.30
H5 -2.17746 -1.70989 1.90894  0.47
H6 -1.13220 -3.19704 4.99978  0.40
H7 -2.10813 -1.85146 4.25824  0.36
H8 2.05564 -1.79746 4.29080  0.36
H9 1.09953 -3.17544 5.00552  0.39
H10 1.38537 -2.87184 0.89942  0.37
H11 2.15194 -1.64563 1.91550  0.46
H12 0.02494 -4.61740 3.82086  0.43
H13 0.02588 -4.60212 1.98736  0.35

Output
* <S²>: 8.819
* gap between HOMO and LUMO (spin up / spin down): 0.2468 / 0.2119 Eh
* net charge: +2
* energy relative to the best compared isomer or geometry (same formula, charge and spin): 42.4 kcal per mole
* 2S+1: 6
* energy: -2284.91635 Eh
* LUMO energy (spin up / spin down): -7.99 / -11.93 eV


- The lowest energy belongs to which entry?
  C11H13Br9F6O4